The following is a DFT calculation (ωB97M-V/def2-TZVPD) of 2 unconnected molecules or ions with the total composition C10H15N5O7 in a non-equilibrium geometry.

The charge is 0. The structure (SMILES) is CNC(=O)[C@H](CC(N)=O)NC(C)=O.O=C(O)c1nonc1O. The molar mass comes out at 317.3 Da. The value obtained for the gap between HOMO and LUMO is 9.5 eV. The calculation puts the HOMO energy at -9.93 eV. For the strongest force on any atom, the calculation gives 0.047 hartree/bohr.

CARTESIAN COORDINATES (ANGSTROEM)
O1 2.3040 -4.1520 4.7548
O2 0.5446 3.6097 -0.5371
O3 -0.0689 -1.7121 0.2032
O4 -1.9780 0.9733 -3.8133
N1 -0.4957 -1.2686 3.5841
N2 0.0605 -1.6388 5.8052
O5 -0.7074 -0.8368 4.9212
O6 1.6840 -3.7264 6.8861
O7 0.7345 -2.9059 2.5269
C1 1.6199 -3.5223 5.5445
C2 -0.1185 2.8492 -1.2221
C3 -0.7139 -0.6862 0.0492
C4 -0.7806 0.8643 -3.5851
C5 0.3402 -2.2584 3.6636
C6 0.6948 -2.4954 5.0456
N3 -0.9328 0.0998 1.0738
N4 0.0936 1.1393 -4.5590
N5 0.3360 1.6138 -1.4426
C7 -1.4406 3.3299 -1.7842
C8 1.5549 1.1188 -4.4727
C9 -1.2847 -0.2593 -1.2921
C10 -0.2635 0.4862 -2.1762
H1 2.3372 -4.4318 7.0112
H2 0.3538 -2.4672 1.7302
H3 -0.6175 -0.2048 1.9822
H4 -1.4394 0.9573 0.9572
H5 -0.3237 1.3972 -5.4413
H6 1.2213 1.4346 -0.9943
H7 -2.2285 2.6113 -1.5776
H8 -1.3479 3.4769 -2.8582
H9 -1.6935 4.2814 -1.3184
H10 1.8987 1.8343 -3.7230
H11 1.9070 0.1194 -4.2099
H12 1.9851 1.3957 -5.4368
H13 -2.1643 0.3611 -1.1304
H14 -1.6119 -1.1578 -1.8148
H15 0.5408 -0.2296 -2.3499